#1
DFT (ωB97M-V with the def2-TZVPD basis set) results for a cluster of 2 separate species, C3H4FNS in total.

The total charge is 0. Its LUMO energy is -0.057 hartree.

Last columns: bonded neighbours and bond lengths (Å).
Geometry (Å):
1 S -2.75 -0.89 -1.32  C6 1.875
2 F -0.50 -2.05 0.40  C5 1.412
3 N 1.47 0.77 -0.15  C4 1.427, H9 1.111, H10 1.103
4 C 0.90 -0.44 0.34  N3 1.427, C5 1.386, H8 1.029
5 C -0.47 -0.65 0.22  F2 1.412, C4 1.386, C6 1.432
6 C -1.69 0.03 -0.09  S1 1.875, C5 1.432
7 H -1.79 1.45 0.38  no bonds
8 H 1.50 -1.02 0.93  C4 1.029
9 H 2.32 1.40 0.21  N3 1.111
10 H 1.01 1.40 -0.93  N3 1.103

=====

#2
DFT (ωB97M-V with the def2-TZVPD basis set) results for a cluster of 3 separate species, C3H4FNS in total.

The total charge is 0. Its LUMO energy (spin up / spin down) is -0.043 / -0.033 hartree.

Last columns: bonded neighbours and bond lengths (Å).
Geometry (Å):
1 S 0.23 -1.28 0.54  C4 1.648, C6 1.671
2 F -1.74 -1.13 -1.11  C6 1.408
3 N -1.45 1.92 0.55  C5 1.133
4 C 1.24 -0.31 1.41  S1 1.648, H7 1.128, H9 1.012
5 C -1.36 0.86 0.17  N3 1.133, C6 1.362
6 C -0.96 -0.38 -0.21  S1 1.671, F2 1.408, C5 1.362
7 H 1.26 0.82 1.41  C4 1.128
8 H 0.16 0.39 -2.33  no bonds
9 H 1.81 -0.78 2.09  C4 1.012
10 H 0.82 -0.11 -2.52  no bonds

=====

Short version: #1 is the least stable of them.

=====

#1
DFT (ωB97M-V with the def2-TZVPD basis set) results for a cluster of 4 separate species, C24H60N4O8 in total.

The total charge is 0. Its LUMO energy is 0.027 hartree. Its SMILES is COCCNCCOC.COCCNCCOC.COCCNCCOC.COCCNCCOC.

Last columns: bonded neighbours and bond lengths (Å).
Geometry (Å):
1 O -1.02 9.06 3.25  C13 1.420, C30 1.409
2 O 2.95 1.44 1.31  C33 1.405, C34 1.432
3 O -5.78 -3.70 -7.84  C31 1.404, C36 1.402
4 O 4.90 5.15 3.19  C32 1.423, C35 1.421
5 O -1.28 -3.85 -3.17  C22 1.402, C27 1.393
6 O 4.41 -2.08 -0.14  C15 1.408, C23 1.419
7 O -3.59 -2.71 -0.08  C21 1.398, C24 1.420
8 O -0.68 -0.84 1.83  C16 1.401, C17 1.397
9 N 1.65 6.68 2.51  C19 1.465, C29 1.445, H70 1.012
10 N -2.06 -3.48 2.11  C20 1.494, C28 1.469, H94 1.022
11 N 5.51 0.30 1.52  C14 1.471, C18 1.464, H53 1.016
12 N -3.91 -4.14 -5.68  C25 1.448, C26 1.433, H77 1.014
13 C -0.51 7.87 2.67  O1 1.420, C19 1.518, H56 1.091, H63 1.096
14 C 4.99 1.13 2.61  N11 1.471, C33 1.531, H59 1.089, H81 1.094
15 C 3.32 -2.55 0.62  O6 1.408, H52 1.098, H58 1.095, H92 1.090
16 C -0.17 -1.95 2.52  O8 1.401, C28 1.533, H44 1.090, H72 1.098
17 C -0.38 -0.80 0.46  O8 1.397, H71 1.095, H84 1.087, H95 1.103
18 C 5.61 -1.14 1.79  N11 1.464, C23 1.496, H51 1.104, H82 1.092
19 C 0.99 7.94 2.86  N9 1.465, C13 1.518, H69 1.095, H83 1.096
20 C -2.58 -4.53 1.18  N10 1.494, C24 1.536, H37 1.089, H64 1.093
21 C -4.96 -2.77 0.21  O7 1.398, H40 1.098, H47 1.099, H74 1.093
22 C -1.75 -3.90 -4.49  O5 1.402, C26 1.517, H49 1.101, H96 1.097
23 C 5.63 -2.02 0.59  O6 1.419, C18 1.496, H42 1.096, H85 1.095
24 C -2.94 -3.96 -0.20  O7 1.420, C20 1.536, H75 1.090, H76 1.096
25 C -5.23 -4.72 -5.70  N12 1.448, C36 1.517, H41 1.098, H68 1.098
26 C -3.26 -4.00 -4.41  N12 1.433, C22 1.517, H50 1.093, H66 1.107
27 C -0.01 -3.33 -2.95  O5 1.393, H46 1.093, H54 1.088, H79 1.106
28 C -0.61 -3.31 1.96  N10 1.469, C16 1.533, H65 1.101, H87 1.094
29 C 3.07 6.71 2.77  N9 1.445, C35 1.535, H39 1.091, H57 1.098
30 C -2.35 8.92 3.70  O1 1.409, H67 1.092, H78 1.093, H89 1.092
31 C -6.83 -2.83 -7.53  O3 1.404, H38 1.106, H45 1.081, H88 1.098
32 C 6.09 5.24 2.41  O4 1.423, H61 1.092, H62 1.089, H86 1.097
33 C 3.46 1.14 2.59  O2 1.405, C14 1.531, H60 1.102, H91 1.098
34 C 1.56 1.78 1.33  O2 1.432, H48 1.091, H55 1.086, H73 1.092
35 C 3.64 5.30 2.55  O4 1.421, C29 1.535, H80 1.096, H93 1.093
36 C -5.68 -4.91 -7.14  O3 1.402, C25 1.517, H43 1.093, H90 1.104
37 H -1.86 -5.34 1.20  C20 1.089
38 H -7.80 -3.31 -7.76  C31 1.106
39 H 3.61 7.36 2.07  C29 1.091
40 H -5.53 -3.08 -0.68  C21 1.098
41 H -6.00 -4.19 -5.13  C25 1.098
42 H 6.31 -1.62 -0.17  C23 1.096
43 H -4.99 -5.57 -7.67  C36 1.093
44 H -0.54 -1.90 3.54  C16 1.090
45 H -6.71 -1.95 -8.15  C31 1.081
46 H 0.57 -3.11 -3.86  C27 1.093
47 H -5.20 -3.43 1.06  C21 1.099
48 H 1.00 1.06 1.94  C34 1.091
49 H -1.39 -4.78 -5.04  C22 1.101
50 H -3.55 -4.80 -3.72  C26 1.093
51 H 4.76 -1.44 2.44  C18 1.104
52 H 3.50 -3.52 1.10  C15 1.098
53 H 4.88 0.43 0.74  N11 1.016
54 H 0.55 -3.88 -2.20  C27 1.088
55 H 1.30 1.72 0.28  C34 1.086
56 H -0.80 7.79 1.63  C13 1.091
57 H 3.34 6.97 3.80  C29 1.098
58 H 2.56 -2.77 -0.13  C15 1.095
59 H 5.46 2.11 2.55  C14 1.089
60 H 3.13 0.14 2.89  C33 1.102
61 H 6.10 5.99 1.62  C32 1.092
62 H 6.49 4.26 2.15  C32 1.089
63 H -0.88 6.98 3.21  C13 1.096
64 H -3.51 -4.88 1.65  C20 1.093
65 H -0.22 -3.39 0.94  C28 1.101
66 H -3.58 -3.09 -3.88  C26 1.107
67 H -2.35 8.56 4.73  C30 1.092
68 H -5.12 -5.76 -5.34  C25 1.098
69 H 1.41 8.69 2.18  C19 1.095
70 H 1.21 5.90 2.97  N9 1.012
71 H 0.64 -1.08 0.20  C17 1.095
72 H 0.93 -1.96 2.54  C16 1.098
73 H 1.38 2.78 1.72  C34 1.092
74 H -5.34 -1.80 0.53  C21 1.093
75 H -2.09 -3.72 -0.84  C24 1.090
76 H -3.53 -4.71 -0.74  C24 1.096
77 H -3.98 -3.26 -6.18  N12 1.014
78 H -2.94 8.27 3.04  C30 1.093
79 H -0.04 -2.31 -2.52  C27 1.106
80 H 3.73 5.14 1.47  C35 1.096
81 H 5.32 0.72 3.57  C14 1.094
82 H 6.48 -1.31 2.42  C18 1.092
83 H 1.27 8.30 3.86  C19 1.096
84 H -0.64 0.17 0.05  C17 1.087
85 H 6.08 -2.99 0.81  C23 1.095
86 H 6.75 5.67 3.17  C32 1.097
87 H -0.14 -4.09 2.57  C28 1.094
88 H -6.98 -2.69 -6.45  C31 1.098
89 H -2.89 9.86 3.69  C30 1.092
90 H -6.60 -5.52 -7.21  C36 1.104
91 H 3.10 1.83 3.37  C33 1.098
92 H 2.92 -1.84 1.34  C15 1.090
93 H 3.06 4.45 2.91  C35 1.093
94 H -2.44 -2.62 1.71  N10 1.022
95 H -0.98 -1.52 -0.13  C17 1.103
96 H -1.42 -3.04 -5.09  C22 1.097

=====

#2
DFT (ωB97M-V with the def2-TZVPD basis set) results for a cluster of 4 separate species, C24H60N4O8 in total.

The total charge is 0. Its LUMO energy is 0.029 hartree. Its SMILES is COCCNCCOC.COCCNCCOC.COCCNCCOC.COCCNCCOC.

Last columns: bonded neighbours and bond lengths (Å).
Geometry (Å):
1 O -0.32 0.62 11.66  C14 1.413, C24 1.418
2 O -0.82 1.41 -5.52  C13 1.407, C35 1.402
3 O 2.84 2.29 -4.14  C28 1.406, C36 1.417
4 O -2.76 1.21 -0.50  C21 1.404, C34 1.440
5 O 0.61 -1.50 2.52  C16 1.416, C29 1.408
6 O 2.75 1.27 5.88  C15 1.415, C25 1.420
7 O 1.90 -3.50 -2.53  C17 1.411, C18 1.413
8 O -3.32 -3.81 -8.71  C22 1.405, C32 1.408
9 N -1.78 0.62 2.17  C26 1.467, C27 1.448, H60 1.015
10 N -2.27 -0.46 -7.66  C19 1.455, C30 1.444, H69 1.008
11 N 2.06 0.14 -2.32  C20 1.437, C33 1.447, H67 1.008
12 N 0.85 1.37 9.03  C23 1.453, C31 1.456, H94 1.015
13 C -0.30 2.42 -6.35  O2 1.407, H79 1.098, H91 1.097, H95 1.089
14 C -1.62 0.31 12.13  O1 1.413, H37 1.092, H73 1.090, H87 1.096
15 C 1.78 0.86 6.83  O6 1.415, C31 1.514, H42 1.098, H72 1.094
16 C 0.01 -0.59 3.42  O5 1.416, C27 1.514, H51 1.095, H74 1.101
17 C 2.84 -4.54 -2.70  O7 1.411, H55 1.097, H63 1.097, H70 1.085
18 C 2.54 -2.28 -2.19  O7 1.413, C33 1.514, H57 1.098, H77 1.104
19 C -2.40 -0.34 -6.21  N10 1.455, C35 1.514, H71 1.101, H90 1.093
20 C 1.18 1.12 -2.90  N11 1.437, C36 1.492, H43 1.097, H54 1.103
21 C -2.57 1.10 -1.89  O4 1.404, H44 1.093, H52 1.098, H53 1.093
22 C -3.53 -2.50 -8.25  O8 1.405, C30 1.517, H59 1.099, H80 1.098
23 C 1.01 2.03 10.31  N12 1.453, C24 1.500, H38 1.095, H84 1.100
24 C -0.24 1.93 11.13  O1 1.418, C23 1.500, H45 1.094, H61 1.100
25 C 3.69 0.26 5.57  O6 1.420, H50 1.093, H83 1.097, H93 1.084
26 C -1.77 -0.31 1.03  N9 1.467, C34 1.506, H76 1.092, H85 1.103
27 C -0.50 0.71 2.83  N9 1.448, C16 1.514, H49 1.093, H65 1.112
28 C 3.53 3.49 -4.38  O3 1.406, H82 1.091, H86 1.101, H96 1.091
29 C 1.78 -1.03 1.90  O5 1.408, H47 1.093, H75 1.094, H81 1.096
30 C -2.18 -1.81 -8.15  N10 1.444, C22 1.517, H62 1.104, H89 1.094
31 C 1.93 1.67 8.10  N12 1.456, C15 1.514, H46 1.094, H66 1.107
32 C -4.32 -4.72 -8.31  O8 1.408, H40 1.093, H64 1.100, H78 1.089
33 C 1.49 -1.19 -2.24  N11 1.447, C18 1.514, H56 1.103, H92 1.096
34 C -2.95 -0.06 0.14  O4 1.440, C26 1.506, H41 1.090, H68 1.090
35 C -2.16 1.07 -5.72  O2 1.402, C19 1.514, H39 1.098, H48 1.098
36 C 1.84 2.43 -3.15  O3 1.417, C20 1.492, H58 1.100, H88 1.100
37 H -2.01 1.09 12.78  C14 1.092
38 H 1.19 3.09 10.12  C23 1.095
39 H -2.70 1.17 -4.76  C35 1.098
40 H -4.58 -4.62 -7.26  C32 1.093
41 H -3.86 0.06 0.73  C34 1.090
42 H 1.85 -0.21 7.08  C15 1.098
43 H 0.32 1.26 -2.23  C20 1.097
44 H -1.65 0.55 -2.08  C21 1.093
45 H -1.09 2.20 10.50  C24 1.094
46 H 1.95 2.74 7.90  C31 1.094
47 H 2.51 -1.84 1.93  C29 1.093
48 H -2.67 1.78 -6.39  C35 1.098
49 H -0.47 1.49 3.60  C27 1.093
50 H 3.19 -0.57 5.06  C25 1.093
51 H -0.82 -1.11 3.90  C16 1.095
52 H -3.44 0.68 -2.41  C21 1.098
53 H -2.48 2.10 -2.32  C21 1.093
54 H 0.68 0.77 -3.82  C20 1.103
55 H 3.35 -4.41 -3.66  C17 1.097
56 H 0.84 -1.40 -3.10  C33 1.103
57 H 3.42 -2.08 -2.80  C18 1.098
58 H 1.09 3.18 -3.47  C36 1.100
59 H -4.00 -2.46 -7.26  C22 1.099
60 H -2.02 1.52 1.78  N9 1.015
61 H -0.17 2.62 11.99  C24 1.100
62 H -1.52 -2.45 -7.55  C30 1.104
63 H 3.60 -4.50 -1.91  C17 1.097
64 H -5.23 -4.60 -8.91  C32 1.100
65 H 0.29 1.08 2.13  C27 1.112
66 H 2.91 1.50 8.57  C31 1.107
67 H 3.00 0.16 -2.70  N11 1.008
68 H -3.01 -0.85 -0.61  C34 1.090
69 H -1.56 0.12 -8.08  N10 1.008
70 H 2.32 -5.49 -2.67  C17 1.085
71 H -1.71 -1.04 -5.71  C19 1.101
72 H 0.79 1.02 6.39  C15 1.094
73 H -1.53 -0.64 12.66  C14 1.090
74 H 0.69 -0.41 4.27  C16 1.101
75 H 1.62 -0.70 0.86  C29 1.094
76 H -1.77 -1.34 1.40  C26 1.092
77 H 2.90 -2.40 -1.15  C18 1.104
78 H -3.95 -5.73 -8.51  C32 1.089
79 H -0.52 2.21 -7.41  C13 1.098
80 H -4.18 -1.96 -8.94  C22 1.098
81 H 2.22 -0.17 2.42  C29 1.096
82 H 4.39 3.24 -4.99  C28 1.091
83 H 4.13 -0.13 6.49  C25 1.097
84 H 1.87 1.66 10.90  C23 1.100
85 H -0.83 -0.20 0.45  C26 1.103
86 H 2.92 4.16 -5.01  C28 1.101
87 H -2.30 0.12 11.29  C14 1.096
88 H 2.27 2.84 -2.22  C36 1.100
89 H -1.72 -1.81 -9.14  C30 1.094
90 H -3.42 -0.61 -5.94  C19 1.093
91 H -0.73 3.41 -6.12  C13 1.097
92 H 0.86 -1.30 -1.35  C33 1.096
93 H 4.48 0.71 4.97  C25 1.084
94 H 0.85 0.36 9.15  N12 1.015
95 H 0.77 2.44 -6.20  C13 1.089
96 H 3.82 4.00 -3.46  C28 1.091

=====

Short version: #1 is the least stable of them.

=====

#1
DFT (ωB97M-V with the def2-TZVPD basis set) results for an isolated molecule of C2H6N6.

The total charge is 0. Its LUMO energy is 0.026 hartree. Its SMILES is C/N=c1/[nH]nnn1N.

Last columns: bonded neighbours and bond lengths (Å).
Geometry (Å):
1 N -0.09 -0.85 0.91  N2 1.326, N5 1.387, C7 1.463
2 N -0.90 -1.16 1.92  N1 1.326, N4 1.270
3 N -0.35 0.99 -0.82  C7 1.233, C8 1.398
4 N -1.98 -0.49 1.87  N2 1.270, N6 1.418
5 N 1.07 -1.57 0.69  N1 1.387, H9 0.974, H10 1.015
6 N -1.94 0.29 0.69  N4 1.418, C7 1.399, H11 0.957
7 C -0.67 0.22 0.09  N1 1.463, N3 1.233, N6 1.399
8 C 0.87 1.06 -1.49  N3 1.398, H12 1.134, H13 1.115, H14 1.160
9 H 0.88 -2.06 -0.13  N5 0.974
10 H 1.87 -0.95 0.66  N5 1.015
11 H -2.42 1.12 0.67  N6 0.957
12 H 1.42 0.07 -1.57  C8 1.134
13 H 1.54 1.79 -0.97  C8 1.115
14 H 0.70 1.54 -2.53  C8 1.160

=====

#2
DFT (ωB97M-V with the def2-TZVPD basis set) results for an isolated molecule of C2H6N6.

The total charge is 0. Its LUMO energy is 0.021 hartree. Its SMILES is N/N=c1/[nH]cnn1N.

Last columns: bonded neighbours and bond lengths (Å).
Geometry (Å):
1 N 0.06 0.67 -0.35  N3 1.401, N6 1.431, C8 1.435
2 N -2.30 -0.19 -0.27  N4 1.494, H10 0.981, H11 0.964
3 N 1.44 0.87 -0.23  N1 1.401, C7 1.343
4 N -1.31 -1.17 0.25  N2 1.494, C8 1.318
5 N 1.12 -1.34 -0.09  C7 1.415, C8 1.380, H9 1.234
6 N -0.54 1.77 0.34  N1 1.431, H12 1.112, H13 1.157
7 C 2.05 -0.29 0.07  N3 1.343, N5 1.415, H14 1.117
8 C -0.11 -0.72 -0.04  N1 1.435, N4 1.318, N5 1.380
9 H 0.94 -2.19 0.80  N5 1.234
10 H -2.08 0.73 0.01  N2 0.981
11 H -3.09 -0.57 0.12  N2 0.964
12 H 0.11 1.71 1.24  N6 1.112
13 H 0.16 2.53 -0.20  N6 1.157
14 H 3.13 -0.42 0.31  C7 1.117

=====

#3
DFT (ωB97M-V with the def2-TZVPD basis set) results for an isolated molecule of C2H6N6.

The total charge is 0. Its LUMO energy is 0.017 hartree. Its SMILES is [H]/N=c1/nc(N)[nH]n1N.

Last columns: bonded neighbours and bond lengths (Å).
Geometry (Å):
1 N 2.53 -0.34 -0.16  C8 1.352, H11 1.059, H13 0.980
2 N -1.88 -1.76 0.06  C7 1.290, H12 1.001
3 N -0.86 0.39 0.55  N4 1.402, N5 1.450, C7 1.510
4 N -1.59 1.09 -0.42  N3 1.402, H9 0.971, H10 1.079
5 N 0.53 0.79 0.55  N3 1.450, C8 1.394, H14 1.055
6 N 0.46 -1.47 0.15  C7 1.312, C8 1.351
7 C -0.79 -1.08 0.21  N2 1.290, N3 1.510, N6 1.312
8 C 1.23 -0.37 0.22  N1 1.352, N5 1.394, N6 1.351
9 H -0.95 1.43 -1.07  N4 0.971
10 H -1.85 2.06 -0.03  N4 1.079
11 H 2.51 0.53 -0.77  N1 1.059
12 H -2.71 -1.25 -0.14  N2 1.001
13 H 2.66 -1.17 -0.66  N1 0.980
14 H 0.72 1.17 1.52  N5 1.055

=====

Short version: #2 is the least stable of them.